Entry 1:
Density functional theory data (ωB97M-V/def2-TZVPD) for 2 unconnected molecules or ions with the total composition C5H16NO.

Properties
**Energy relative to the best compared isomer or geometry (same formula, charge and spin)**: 30.6 kcal/mol
**Gap between HOMO and LUMO**: 10.9 eV
**HOMO level**: -14.418 eV

ORCA input file:
```
! RIJCOSX wB97M-V def2-TZVPD def2/J DEFGRID3
* xyz 1 1
C -0.51 -1.00 -1.04
C 0.87 -0.30 -1.02
C 1.49 -0.72 -2.37
C 0.73 1.25 -1.01
C -0.05 1.71 0.22
N -1.12 -1.19 0.38
H -0.44 -1.98 -1.47
H -1.23 -0.33 -1.50
H 1.52 -0.63 -0.21
H 2.58 -0.68 -2.47
H 1.33 -1.73 -2.77
H 1.01 -0.11 -3.14
H 1.75 1.62 -0.93
H 0.28 1.48 -1.98
H 0.05 1.02 1.06
H 0.14 2.74 0.47
H -1.15 1.64 0.14
H -0.43 -1.09 1.12
H -1.92 -0.61 0.57
H -1.38 -2.16 0.49
H -0.71 0.87 5.52
H -1.60 -0.31 5.12
O -1.23 0.50 4.81
*
```



Entry 2:
Density functional theory data (ωB97M-V/def2-TZVPD) for a molecular structure, C27H26HfN10O3S5.

Properties
**Energy relative to the best compared isomer or geometry (same formula, charge and spin)**: 0.0 kcal/mol
**Gap between HOMO and LUMO (alpha / beta)**: 6.3 / 7.0 eV
**HOMO level (alpha / beta)**: -8.335 / -9.817 eV

ORCA input file:
```
! RIJCOSX wB97M-V def2-TZVPD def2/J DEFGRID3
* xyz 1 2
Hf -0.28 -0.27 -0.24
N -1.32 1.46 3.57
C -0.61 0.90 4.66
C -1.06 1.07 5.96
C -0.34 0.54 7.01
C 0.82 -0.19 6.77
C 1.25 -0.38 5.47
C 0.55 0.18 4.41
S 1.15 0.09 2.77
N -0.36 0.07 1.92
C -1.33 0.91 2.32
C -2.38 1.20 1.41
C -3.50 2.03 1.72
C -4.44 2.27 0.77
C -4.30 1.70 -0.53
C -3.21 0.93 -0.78
N -2.26 0.66 0.15
H -2.08 2.06 3.82
H -1.98 1.62 6.15
H -0.68 0.69 8.03
H 1.38 -0.61 7.59
H 2.14 -0.96 5.27
H -3.61 2.47 2.70
H -5.29 2.91 1.00
H -5.02 1.88 -1.31
H -3.05 0.49 -1.76
O 1.74 -0.18 -0.71
N 2.47 0.86 -1.11
C 3.61 0.58 -1.78
C 4.42 1.59 -2.20
C 4.04 2.91 -1.90
C 2.88 3.16 -1.23
C 2.03 2.11 -0.81
S 0.55 2.31 0.00
H 3.78 -0.47 -1.94
H 5.33 1.36 -2.73
H 4.67 3.74 -2.21
H 2.56 4.17 -1.00
N -1.84 -2.09 0.80
N -1.38 -3.36 1.20
C -0.11 -3.70 0.90
N 0.20 -4.99 1.04
S 1.07 -2.58 0.48
H -2.28 -1.63 1.59
H -2.51 -2.24 0.04
H -2.08 -4.09 1.21
H -0.52 -5.70 1.11
H 1.12 -5.29 0.77
N -6.28 -1.55 -5.91
C -5.20 -1.90 -5.15
C -4.06 -2.45 -5.74
C -2.95 -2.76 -4.97
C -2.96 -2.53 -3.60
C -4.10 -2.00 -3.00
C -5.20 -1.68 -3.76
S -1.55 -2.91 -2.64
O -1.97 -3.67 -1.49
O -0.56 -3.44 -3.54
N -1.05 -1.48 -2.05
C -0.61 -0.54 -2.95
S -0.19 -0.59 -4.62
C 0.21 1.09 -4.53
C 0.07 1.57 -3.28
N -0.41 0.63 -2.39
H -6.34 -1.88 -6.86
H -7.15 -1.35 -5.46
H -4.04 -2.64 -6.81
H -2.08 -3.20 -5.44
H -4.14 -1.83 -1.93
H -6.08 -1.26 -3.29
H 0.53 1.63 -5.41
H 0.25 2.57 -2.94
*
```



Entry 3:
Density functional theory data (ωB97M-V/def2-TZVPD) for 2 unconnected molecules or ions with the total composition C6H16O.

Properties
**Energy relative to the best compared isomer or geometry (same formula, charge and spin)**: 24.8 kcal/mol
**Gap between HOMO and LUMO**: 11.1 eV
**SMILES string**: CCCC(C)C.O
**HOMO level**: -10.270 eV

ORCA input file:
```
! RIJCOSX wB97M-V def2-TZVPD def2/J DEFGRID3
* xyz 0 1
C -1.18 0.67 2.13
C 0.07 -0.15 1.80
C -0.18 -1.14 0.63
C 0.83 -0.98 -0.50
C 1.27 -2.32 -1.14
C 0.22 -0.17 -1.65
H -1.05 1.23 3.08
H -1.24 1.57 1.50
H -2.13 0.15 2.16
H 0.27 -0.84 2.63
H 0.87 0.60 1.70
H -1.24 -1.25 0.39
H 0.02 -2.14 1.08
H 1.84 -0.60 -0.21
H 2.11 -2.70 -0.59
H 1.49 -2.18 -2.20
H 0.42 -3.04 -1.25
H -0.41 0.64 -1.25
H 0.99 0.12 -2.37
H -0.43 -0.83 -2.26
H -1.61 4.57 -1.22
H -0.14 4.64 -1.50
O -0.79 4.16 -0.97
*
```



Entry 4:
Density functional theory data (ωB97M-V/def2-TZVPD) for 2 unconnected molecules or ions with the total composition C4H13N2.

Properties
**Energy relative to the best compared isomer or geometry (same formula, charge and spin)**: 158.2 kcal/mol
**Gap between HOMO and LUMO**: 5.7 eV
**HOMO level**: -14.610 eV

ORCA input file:
```
! RIJCOSX wB97M-V def2-TZVPD def2/J DEFGRID3
* xyz 1 1
C -2.43 0.57 0.11
N -2.22 -0.22 1.29
C -1.04 0.39 -0.75
N -0.39 -0.81 -0.74
C 2.56 0.53 -0.36
C 2.28 -0.71 0.50
H -3.30 0.28 -0.48
H -2.53 1.61 0.43
H -1.98 -1.19 1.10
H -2.86 -0.12 2.07
H -1.35 0.59 -1.78
H -0.35 1.13 -0.37
H 3.22 0.32 -1.23
H -0.85 -1.64 -1.25
H 1.56 0.84 -0.83
H 3.09 1.31 0.20
H 1.50 -1.30 0.03
H 3.22 -1.25 0.64
H 1.87 -0.35 1.45
*
```



Respective M values: 106.19, 877.40, 104.19, 89.16 g/mol.
Respective F_max values: 2.0, 1.0, 2.8, 2.6 eV/A.